C9H32HfN16O11 | ωB97M-V/def2-TZVPD

```
69
Properties=species:S:1:pos:R:3:mulliken_charge:R:1
Hf -1.511 -0.696 -0.644 1.8015
C 1.013 -0.568 0.557 0.3172
O 0.180 -1.433 0.863 -0.3392
O 0.866 -0.728 -0.623 0.4919
O 0.317 0.455 0.611 0.0261
C 1.851 -4.658 0.420 0.4159
O 2.449 -5.758 0.654 -0.6821
N 0.898 -4.195 1.179 -0.1903
N 2.273 -3.756 -0.479 -0.3066
H 0.602 -4.940 1.794 0.1198
H 0.516 -3.260 1.209 0.2922
H 3.110 -4.113 -0.918 0.1780
H 1.839 -2.849 -0.573 0.1874
C -1.085 -2.123 4.594 0.5825
O -1.687 -1.126 5.020 -0.7205
N -0.666 -3.099 5.338 -0.4216
N -0.815 -2.267 3.338 -0.0586
H -0.336 -3.999 5.021 0.1928
H -1.053 -3.102 6.271 0.2947
H -1.120 -1.462 2.810 -0.1621
H -0.915 -3.252 3.139 0.2101
C -0.038 2.171 3.639 0.3148
O -0.328 2.599 4.726 -0.6570
N -0.119 0.853 3.349 -0.1978
N 0.462 2.769 2.646 -0.1223
H 0.188 0.367 2.520 0.3011
H -0.669 0.392 4.060 0.0151
H 0.298 2.227 1.810 -0.1190
H 0.571 3.773 2.622 0.2462
C 2.968 -1.261 -4.412 0.7695
O 3.290 -0.103 -4.385 -0.6456
N 2.953 -2.059 -5.467 -0.5033
N 2.305 -1.887 -3.529 -0.2825
H 3.294 -1.809 -6.385 0.2221
H 2.455 -2.936 -5.419 0.1222
H 2.494 -2.875 -3.611 0.2685
H 1.874 -1.413 -2.748 0.0288
C -2.150 2.975 -0.982 0.3388
O -1.708 1.802 -1.064 -0.0393
N -1.729 3.937 -0.212 -0.2666
N -3.287 3.144 -1.617 -0.4844
H -0.787 3.926 0.151 0.1824
H -2.247 4.796 -0.326 0.2218
H -3.685 4.072 -1.590 0.1610
H -3.674 2.398 -2.178 0.2310
C -3.366 0.884 2.006 0.5558
O -2.507 0.443 1.275 -0.6547
N -4.224 1.658 1.526 -0.3010
N -3.689 0.315 3.192 -0.2970
H -4.307 1.994 0.577 0.1919
H -5.038 1.912 2.067 0.1871
H -3.130 -0.454 3.532 0.1122
H -4.385 0.741 3.788 0.2163
C -0.142 0.437 -3.684 0.4143
O -0.871 0.060 -2.789 -0.9283
N -0.119 -0.073 -4.897 -0.2800
N 0.648 1.431 -3.609 -0.2476
H 0.510 0.327 -5.578 0.2024
H -0.759 -0.726 -5.327 0.2181
H 0.788 1.939 -2.747 0.1355
H 1.486 1.220 -4.132 0.2756
C 2.827 2.501 -0.974 0.4201
O 3.508 3.477 -1.284 -0.6787
N 2.907 1.211 -1.305 -0.2234
N 1.812 2.731 -0.183 0.0469
H 3.457 0.926 -2.103 0.1663
H 2.223 0.573 -0.923 -0.1053
H 1.365 1.910 0.199 0.0700
H 1.548 3.632 0.189 0.1688
```

Its relative energy (zero: lowest compared OMol25 entry of this formula, charge and spin) is 386.4 kcal per mole. Its orbital gap is 3.145 eV. As for the total charge: +2.


C9H32KN16O11 | ωB97M-V/def2-TZVPD

```
69
Properties=species:S:1:pos:R:3:nbo_charge:R:1
K 0.573 -2.841 7.494 0.6442
C 5.175 0.383 7.072 0.8965
O 5.233 -0.591 7.803 -0.8153
O 4.080 0.919 6.944 -0.8491
O 6.137 0.621 6.279 -0.8662
C 2.086 -1.136 13.202 0.7431
O 1.325 -1.284 14.181 -0.7075
N 1.819 -0.292 12.278 -0.8173
N 3.201 -1.821 13.018 -0.8329
H 1.086 0.360 12.518 0.4156
H 2.501 -0.157 11.545 0.3955
H 3.744 -1.711 12.174 0.3930
H 3.377 -2.582 13.658 0.4085
C 6.869 3.517 1.072 0.7368
O 7.039 4.303 0.198 -0.6805
N 7.752 2.873 1.677 -0.8022
N 5.702 3.173 1.566 -0.8373
H 8.711 2.982 1.380 0.4053
H 7.454 2.328 2.473 0.3885
H 4.890 3.680 1.243 0.4048
H 5.774 2.567 2.370 0.3831
C 0.903 -0.574 2.025 0.7525
O 0.114 -0.761 1.108 -0.6710
N 1.939 -1.337 2.348 -0.8407
N 0.875 0.486 2.826 -0.8407
H 2.072 -2.272 1.989 0.4069
H 2.637 -0.847 2.889 0.3953
H 1.581 0.616 3.537 0.3951
H 0.415 1.288 2.420 0.4009
C 7.753 6.245 6.725 0.7506
O 8.121 7.398 6.915 -0.6880
N 6.671 5.878 6.183 -0.8023
N 8.418 5.156 7.180 -0.8500
H 6.068 6.532 5.705 0.4001
H 6.458 4.906 6.009 0.3971
H 8.127 4.246 6.854 0.3915
H 9.310 5.296 7.634 0.3991
C 0.334 5.253 9.086 0.7350
O -0.324 6.128 9.697 -0.7106
N 1.578 5.068 9.191 -0.7955
N -0.141 4.379 8.278 -0.8213
H 1.967 4.235 8.774 0.3792
H 2.150 5.508 9.898 0.4080
H 0.559 3.789 7.852 0.3918
H -1.137 4.457 8.130 0.4122
C 7.347 -5.362 4.503 0.7382
O 7.434 -6.283 3.743 -0.6752
N 7.595 -4.126 4.169 -0.8174
N 7.319 -5.452 5.786 -0.8190
H 7.436 -3.887 3.201 0.3941
H 7.447 -3.397 4.853 0.3887
H 7.248 -6.374 6.193 0.3985
H 7.128 -4.620 6.326 0.3912
C 10.406 -1.405 11.356 0.7419
O 11.160 -1.454 12.299 -0.6776
N 9.304 -2.089 11.306 -0.8342
N 10.406 -0.511 10.415 -0.8288
H 8.555 -1.898 10.655 0.3927
H 9.275 -2.932 11.861 0.3981
H 11.325 -0.104 10.314 0.4052
H 9.675 -0.548 9.718 0.4021
C 7.558 3.871 14.122 0.7497
O 7.178 4.711 14.932 -0.6838
N 6.742 3.263 13.338 -0.8144
N 8.845 3.672 13.791 -0.8406
H 7.064 2.553 12.697 0.3880
H 5.773 3.544 13.396 0.4138
H 9.037 2.884 13.189 0.3774
H 9.619 4.197 14.173 0.4096
```

Its orbital gap is 2.338 eV. As for the total charge: -1.


C9H32N16O11 | ωB97M-V/def2-TZVPD

```
68
Properties=species:S:1:pos:R:3:lowdin_spin:R:1
C 8.484 -12.765 28.934 0.0113
O 8.949 -12.335 29.923 0.2780
O 8.478 -13.999 28.827 0.3554
O 8.188 -12.067 27.947 0.3149
C 10.524 -11.799 32.981 0.0000
O 11.260 -11.628 33.898 0.0015
N 10.786 -11.155 31.884 -0.0004
N 9.503 -12.622 32.888 0.0017
H 11.616 -10.579 31.880 0.0000
H 10.261 -11.388 31.053 -0.0007
H 9.612 -13.539 33.297 0.0000
H 9.074 -12.432 31.994 -0.0004
C 9.474 -8.829 28.170 0.0000
O 9.818 -7.689 28.106 0.0058
N 9.405 -9.513 29.292 -0.0011
N 8.867 -9.463 27.127 0.0067
H 9.920 -9.275 30.127 0.0000
H 9.059 -10.458 29.209 -0.0009
H 8.483 -10.376 27.328 0.0009
H 8.706 -9.121 26.191 0.0002
C 10.304 -16.660 27.710 0.0000
O 11.273 -17.374 27.497 0.0022
N 9.509 -16.803 28.755 0.0016
N 9.863 -15.671 26.967 0.0011
H 9.857 -17.353 29.528 0.0000
H 8.752 -16.142 28.863 -0.0006
H 9.248 -14.969 27.351 -0.0005
H 10.110 -15.592 25.990 0.0001
C 10.904 -12.696 25.222 -0.0001
O 11.970 -12.455 24.788 0.0001
N 9.783 -12.871 24.515 0.0000
N 10.698 -12.888 26.488 -0.0008
H 8.913 -12.951 25.022 -0.0001
H 9.845 -12.570 23.553 0.0000
H 11.421 -12.830 27.191 0.0000
H 9.731 -12.974 26.766 -0.0010
C 6.285 -14.353 25.900 0.0001
O 5.724 -14.842 25.014 0.0147
N 6.870 -13.197 25.821 0.0070
N 6.625 -14.937 26.995 0.0069
H 6.440 -12.646 25.092 0.0001
H 7.130 -12.831 26.726 0.0005
H 7.284 -14.457 27.591 0.0010
H 6.241 -15.841 27.230 0.0001
C 12.077 -14.975 30.870 0.0000
O 12.863 -15.907 30.721 0.0000
N 11.332 -14.744 31.879 0.0000
N 11.774 -14.173 29.908 0.0000
H 11.427 -15.292 32.722 0.0000
H 10.650 -14.008 31.768 -0.0001
H 12.295 -14.319 29.054 0.0000
H 10.806 -13.948 29.729 -0.0012
C 5.900 -10.880 31.293 -0.0001
O 4.867 -10.523 31.833 0.0001
N 6.642 -11.905 31.571 -0.0007
N 6.449 -10.268 30.235 -0.0003
H 6.273 -12.685 32.096 0.0000
H 7.378 -12.072 30.900 -0.0009
H 5.767 -9.713 29.738 0.0000
H 7.180 -10.738 29.720 -0.0009
C 6.789 -15.763 31.232 0.0001
O 6.082 -16.487 31.937 0.0002
N 7.967 -15.262 31.478 0.0013
N 6.423 -15.360 30.053 -0.0007
H 8.472 -14.781 30.747 -0.0010
H 8.367 -15.657 32.317 0.0001
H 7.152 -14.793 29.644 -0.0012
H 5.464 -15.340 29.738 0.0000
```

Its relative energy (zero: lowest compared OMol25 entry of this formula, charge and spin) is 0.0 kcal per mole. Its orbital gap (spin up / spin down) is 9.756 / 4.430 eV. The spin multiplicity is 2. As for the total charge: -1.


C9H32N7O10 | ωB97M-V/def2-TZVPD

```
58
Properties=species:S:1:pos:R:3:nbo_charge:R:1
N -0.587 0.056 -0.103 0.7231
O -0.916 -1.129 -0.335 -0.5155
O -0.421 0.833 -1.082 -0.5721
O -0.373 0.407 1.081 -0.5631
C -3.878 0.945 0.610 -0.2638
O -4.779 1.975 1.028 -0.7323
H -3.101 0.873 1.371 0.1730
H -4.382 -0.009 0.428 0.1635
H -3.472 1.173 -0.375 0.2005
H -5.060 1.769 1.921 0.4570
C 1.743 -0.337 -4.194 -0.2530
O 0.758 -0.539 -3.187 -0.7326
H 1.209 -0.262 -5.150 0.1638
H 2.320 0.577 -4.060 0.1691
H 2.393 -1.206 -4.332 0.1558
H 0.852 0.193 -2.565 0.4946
C -2.034 4.081 0.075 -0.2564
O -1.811 3.414 -1.183 -0.7570
H -1.925 3.291 0.823 0.1766
H -1.276 4.865 0.131 0.1610
H -3.065 4.427 0.136 0.1794
H -1.265 2.649 -0.961 0.4826
C 1.046 -1.362 3.737 0.7595
O 1.556 -2.161 4.531 -0.7122
N 0.032 -0.517 4.021 -0.8490
N 1.540 -1.221 2.470 -0.8547
H -0.372 -0.543 4.938 0.4015
H -0.218 0.201 3.362 0.4200
H 1.027 -0.699 1.774 0.4213
H 2.323 -1.798 2.229 0.4018
C 0.495 -4.697 -2.282 0.7676
O 0.824 -5.752 -2.846 -0.7051
N -0.056 -4.696 -1.032 -0.8458
N 0.714 -3.475 -2.821 -0.8416
H -0.250 -5.606 -0.658 0.4130
H -0.409 -3.844 -0.638 0.4017
H 1.321 -3.370 -3.611 0.3896
H 0.679 -2.634 -2.264 0.4132
C -1.236 -4.415 2.584 0.7670
O -1.874 -5.375 2.131 -0.7007
N -0.448 -4.545 3.686 -0.8608
N -1.178 -3.200 1.985 -0.8449
H -0.594 -5.377 4.226 0.3964
H 0.276 -3.885 3.914 0.4169
H -1.672 -2.979 1.138 0.4137
H -0.763 -2.389 2.404 0.3977
C 3.143 4.499 -0.301 -0.6154
C 1.794 3.978 -0.810 0.0983
C 1.937 3.537 -2.275 -0.6385
O 1.466 2.883 0.013 -0.7307
H 3.614 5.170 -1.024 0.1955
H 3.835 3.676 -0.129 0.2124
H 2.971 5.068 0.614 0.2047
H 1.086 4.814 -0.764 0.1494
H 1.060 2.947 -2.570 0.2136
H 2.783 2.877 -2.473 0.1999
H 1.927 4.391 -2.956 0.2040
H 0.688 2.453 -0.383 0.4867
```

Its relative energy (zero: lowest compared OMol25 entry of this formula, charge and spin) is 4.9 kcal per mole. Its orbital gap is 9.652 eV. As for the total charge: -1.